Molecular formula: C6H10O
Method: DFT, ωB97M-V/def2-TZVPD

frontier orbital gap	9.3	eV
energy above the lowest of the compared OMol25 structures with the same formula, charge and spin	386.2	kJ/mol

Geometry as ORCA input:
```
! RIJCOSX wB97M-V def2-TZVPD def2/J DEFGRID3
* xyz 0 1
C 2.104 -0.855 -0.387
C 0.518 0.151 0.610
H -0.397 -1.566 -1.171
O -0.476 -1.927 -0.276
H 0.617 1.722 -0.978
H -0.842 -1.238 1.564
C 0.078 1.492 -0.049
C -1.798 0.056 0.083
C -0.664 -0.809 0.573
H 2.035 0.034 0.234
H -2.044 2.027 -0.732
H 2.184 -1.860 0.027
H 0.224 2.371 0.602
H -2.800 -0.347 -0.014
C -1.397 1.266 -0.297
H 0.818 0.369 1.655
H 1.841 -0.886 -1.444
*
```

Molecular formula: C6H10O
Method: DFT, ωB97M-V/def2-TZVPD

frontier orbital gap	10.5	eV
energy above the lowest of the compared OMol25 structures with the same formula, charge and spin	294.0	kJ/mol
structure (SMILES)	C[C@H]1C[C@]12O[C@@H]2C

Geometry as ORCA input:
```
! RIJCOSX wB97M-V def2-TZVPD def2/J DEFGRID3
* xyz 0 1
O -0.207 -2.229 -0.398
C 1.463 -0.922 0.997
H -0.028 1.665 0.010
H 1.300 -0.390 1.995
H 1.502 2.078 -0.905
C 1.432 -0.091 -0.283
H 1.513 1.736 0.803
H -2.842 -1.229 -0.977
C 0.292 -0.963 0.128
H 2.314 -1.653 0.975
H -1.763 -0.336 -1.632
H 1.967 -0.208 -1.210
H -1.579 -1.526 1.115
C -1.124 -1.252 0.232
C -2.143 -0.561 -0.706
H -2.503 0.268 -0.120
C 1.037 1.394 -0.137
*
```

Molecular formula: C6H10O
Method: DFT, ωB97M-V/def2-TZVPD

frontier orbital gap	10.5	eV
energy above the lowest of the compared OMol25 structures with the same formula, charge and spin	20.0	kJ/mol
structure (SMILES)	O[C@@H]1C=CCCC1

Geometry as ORCA input:
```
! RIJCOSX wB97M-V def2-TZVPD def2/J DEFGRID3
* xyz 0 1
H -1.007 -1.368 -1.360
H -0.634 -0.340 2.417
H 0.670 1.822 1.897
H 1.013 -0.169 -2.238
C 0.142 1.084 -0.703
C -0.282 -1.467 0.662
O -0.203 2.050 1.553
H -0.577 1.400 -1.468
H 0.429 -2.363 -1.163
C -0.593 1.008 0.668
C -0.485 -0.338 1.338
H -1.657 1.207 0.492
H -0.251 -2.422 1.183
H 1.785 -0.339 -0.664
C -0.048 -1.437 -0.825
C 0.815 -0.217 -1.161
H 0.881 1.890 -0.629
*
```

Molecular formula: C6H10O
Method: DFT, ωB97M-V/def2-TZVPD

frontier orbital gap (alpha / beta)	7.4 / 7.5	eV
energy above the lowest of the compared OMol25 structures with the same formula, charge and spin	405.2	kJ/mol

Geometry as ORCA input:
```
! RIJCOSX wB97M-V def2-TZVPD def2/J DEFGRID3
* xyz 0 1
C -1.202 -0.045 -0.398
H -0.810 2.728 -0.364
H -0.214 0.364 1.536
H -2.197 0.232 -0.768
H -0.122 2.804 1.255
C 0.605 -1.746 -0.483
H -1.352 -1.991 -1.328
H -1.856 2.527 1.046
H 0.999 -2.524 -1.143
C -0.604 0.804 0.629
C -0.728 -1.358 -0.704
H -0.387 0.544 -0.964
H 1.306 -0.612 1.252
H 3.037 -1.611 -0.712
C 1.520 -1.127 0.333
O 2.865 -1.272 0.176
C -0.861 2.284 0.638
*
```

Molecular formula: C6H10O
Method: DFT, ωB97M-V/def2-TZVPD

frontier orbital gap	9.5	eV
energy above the lowest of the compared OMol25 structures with the same formula, charge and spin	152.3	kJ/mol
structure (SMILES)	O/C=C/C1CCC1

Geometry as ORCA input:
```
! RIJCOSX wB97M-V def2-TZVPD def2/J DEFGRID3
* xyz 0 1
H -2.498 -1.161 0.187
H 1.356 1.604 0.936
H 0.146 -1.647 -0.748
H -0.992 -0.913 -1.868
H 0.096 1.456 -1.416
H -1.079 -0.808 1.211
H -2.143 1.040 -0.962
C -0.077 0.719 -0.616
H 2.771 -0.106 1.977
C -1.552 -0.617 0.241
H 1.853 -1.073 -0.467
C 1.108 0.734 0.322
C 1.931 -0.316 0.304
C -1.525 0.876 -0.069
C -0.524 -0.792 -0.890
O 2.931 -0.610 1.170
H -1.801 1.612 0.690
*
```

Molecular formula: C6H10O
Method: DFT, ωB97M-V/def2-TZVPD

frontier orbital gap	8.3	eV
energy above the lowest of the compared OMol25 structures with the same formula, charge and spin	391.0	kJ/mol

Geometry as ORCA input:
```
! RIJCOSX wB97M-V def2-TZVPD def2/J DEFGRID3
* xyz 0 1
C 0.115 0.466 -1.295
H 2.924 -0.622 0.150
C 0.348 -0.776 -0.429
H -0.188 1.844 0.175
O 0.955 -0.428 0.805
C -0.861 1.218 -0.439
C -1.132 -1.099 -0.254
H -1.522 -1.105 -1.289
H -1.420 0.222 1.465
H -1.484 1.911 -1.012
C -1.660 0.187 0.398
H -1.380 -2.064 0.191
H 2.230 1.003 -0.039
H 0.930 -1.576 -0.907
H 2.638 0.401 1.586
C 2.248 0.113 0.607
H -2.742 0.306 0.287
*
```

Molecular formula: C6H10O
Method: DFT, ωB97M-V/def2-TZVPD

frontier orbital gap	10.8	eV
energy above the lowest of the compared OMol25 structures with the same formula, charge and spin	69.4	kJ/mol
structure (SMILES)	O=CCCC1CC1

Geometry as ORCA input:
```
! RIJCOSX wB97M-V def2-TZVPD def2/J DEFGRID3
* xyz 0 1
C -0.845 -0.621 -1.168
O -3.141 0.073 -1.180
C 1.924 0.404 0.435
C 0.675 -0.323 0.847
H 0.814 1.602 1.950
H 1.839 0.272 2.663
H 1.829 1.188 -0.315
C -0.648 0.028 0.203
C -2.157 -0.236 -1.810
H -0.864 -1.719 -1.073
H -1.479 -0.257 0.858
H -0.016 -0.392 -1.849
C 1.320 0.653 1.788
H -0.712 1.118 0.089
H 0.799 -1.377 1.097
H 2.858 -0.148 0.384
H -2.195 -0.266 -2.921
*
```

Molecular formula: C6H10O
Method: DFT, ωB97M-V/def2-TZVPD

frontier orbital gap	9.6	eV
energy above the lowest of the compared OMol25 structures with the same formula, charge and spin	350.2	kJ/mol

Geometry as ORCA input:
```
! RIJCOSX wB97M-V def2-TZVPD def2/J DEFGRID3
* xyz 0 1
H -1.229 -1.054 -1.823
H 1.298 2.447 -0.125
C 1.453 0.356 0.257
H 2.354 0.269 -0.346
H -0.303 1.478 -0.753
H 0.250 -0.707 1.732
O -1.919 -0.141 1.274
C 0.799 1.577 0.295
C 0.963 -0.884 0.931
C 0.349 -1.111 -0.405
H 0.990 -1.579 -1.148
H -3.044 -0.485 -0.364
H 0.088 1.776 1.094
C -0.929 -0.754 -0.821
H 1.740 -1.598 1.204
C -2.036 -0.452 0.103
H -0.823 0.863 -1.102
*
```

Molecular formula: C6H10O
Method: DFT, ωB97M-V/def2-TZVPD

frontier orbital gap	9.5	eV
energy above the lowest of the compared OMol25 structures with the same formula, charge and spin	210.7	kJ/mol
structure (SMILES)	C=COC/C=C\C

Geometry as ORCA input:
```
! RIJCOSX wB97M-V def2-TZVPD def2/J DEFGRID3
* xyz 0 1
C 0.628 -0.687 0.278
H 0.393 1.053 -2.216
H 0.911 1.906 -0.767
C -1.848 -0.626 1.125
C 0.293 0.212 1.425
O -1.033 0.040 1.986
H 2.108 1.368 -1.957
H -1.366 0.482 -0.605
C 1.273 -0.265 -0.810
H -2.425 -1.426 1.589
H 1.831 -1.013 -1.364
C 1.182 1.093 -1.447
H 0.544 -1.754 0.474
H 0.456 1.260 1.159
H 1.009 -0.062 2.211
C -1.795 -0.422 -0.191
H -2.162 -1.158 -0.889
*
```

Molecular formula: C6H10O
Method: DFT, ωB97M-V/def2-TZVPD

frontier orbital gap	10.6	eV
energy above the lowest of the compared OMol25 structures with the same formula, charge and spin	311.8	kJ/mol

Geometry as ORCA input:
```
! RIJCOSX wB97M-V def2-TZVPD def2/J DEFGRID3
* xyz 0 1
O -1.704 -0.071 -0.164
H 1.300 -1.152 -1.122
H -0.550 1.567 0.402
C 1.266 -0.197 -0.519
H 2.279 0.144 -0.542
H -0.083 0.286 -2.293
H 0.801 1.646 -1.626
H 1.533 0.287 2.223
H -1.625 1.741 -1.010
C 0.286 0.721 -1.341
C -0.934 1.068 -0.497
H -0.094 -1.333 -0.181
C -0.222 -0.675 1.669
C 0.965 -0.159 1.357
H -0.688 -0.787 2.653
H -1.580 -1.982 0.545
C -0.950 -1.105 0.446
*
```

Molecular formula: C6H10O
Method: DFT, ωB97M-V/def2-TZVPD

frontier orbital gap	7.6	eV
energy above the lowest of the compared OMol25 structures with the same formula, charge and spin	353.6	kJ/mol

Geometry as ORCA input:
```
! RIJCOSX wB97M-V def2-TZVPD def2/J DEFGRID3
* xyz 0 1
H -2.678 0.658 0.124
H 1.411 -0.773 -1.784
H -0.323 -1.264 -1.581
C 0.900 -1.255 0.283
C -0.714 0.183 0.665
H -2.566 -0.768 1.175
C 1.283 1.563 -0.165
H 1.976 -1.456 0.434
H 1.248 2.042 0.822
H 2.328 1.301 -0.370
C 0.558 -0.828 -1.110
O 0.068 -1.646 1.203
C -2.100 -0.257 0.330
H -0.638 0.713 1.616
C 0.383 0.360 -0.211
H 0.989 2.319 -0.906
H -2.147 -0.896 -0.551
*
```

Molecular formula: C6H10O
Method: DFT, ωB97M-V/def2-TZVPD

frontier orbital gap	10.4	eV
energy above the lowest of the compared OMol25 structures with the same formula, charge and spin	344.8	kJ/mol
structure (SMILES)	C[C@H]1C[C@H]2OC[C@@H]12

Geometry as ORCA input:
```
! RIJCOSX wB97M-V def2-TZVPD def2/J DEFGRID3
* xyz 0 1
H 1.245 2.540 -0.139
H 1.516 1.156 -1.224
C -0.777 -0.463 -0.278
H -0.762 -2.036 0.939
H -0.295 -0.816 -2.332
C 0.294 0.481 1.383
H -1.400 -0.727 1.800
H -1.158 1.776 0.061
O 1.597 0.713 0.842
H -0.048 -2.221 -1.282
H 1.148 -0.918 -1.300
H -1.768 -0.932 -0.404
C -0.374 1.016 0.076
C -0.548 -0.906 1.135
H 0.185 1.012 2.349
C 0.077 -1.134 -1.351
C 1.065 1.459 -0.272
*
```

Molecular formula: C6H10O
Method: DFT, ωB97M-V/def2-TZVPD

frontier orbital gap	9.1	eV
energy above the lowest of the compared OMol25 structures with the same formula, charge and spin	438.6	kJ/mol

Geometry as ORCA input:
```
! RIJCOSX wB97M-V def2-TZVPD def2/J DEFGRID3
* xyz 0 1
H 0.996 -2.079 0.209
C 1.762 0.325 -0.715
H -2.229 -1.078 0.300
C 0.233 -1.337 0.515
H -1.075 2.417 0.486
H -0.929 0.944 -1.508
H 1.803 1.365 -1.050
O 0.316 0.999 1.156
C 0.497 0.095 0.062
H -1.784 1.060 1.410
H -0.004 -1.457 1.564
C -0.870 0.426 -0.545
H 2.628 0.119 -0.078
C -1.459 -0.971 -0.466
C -1.003 1.341 0.689
H -0.684 -1.838 -0.438
H 1.802 -0.331 -1.592
*
```

Molecular formula: C6H10O
Method: DFT, ωB97M-V/def2-TZVPD

frontier orbital gap	10.7	eV
energy above the lowest of the compared OMol25 structures with the same formula, charge and spin	70.4	kJ/mol
structure (SMILES)	C[C@H]1C[C@H]1CC=O

Geometry as ORCA input:
```
! RIJCOSX wB97M-V def2-TZVPD def2/J DEFGRID3
* xyz 0 1
C 0.938 -0.887 -0.426
H 1.067 -1.413 -1.381
H 0.110 1.009 1.503
H -2.341 -1.012 -0.488
C -0.022 1.388 0.491
H -2.911 0.192 0.683
H 0.748 0.991 -1.526
C 0.344 0.483 -0.652
H 2.659 -1.936 0.488
H -1.605 1.437 -1.052
C -2.017 -0.276 0.258
C 2.277 -0.911 0.265
O 2.914 0.068 0.568
C -1.109 0.774 -0.344
H 0.200 2.445 0.382
H 0.275 -1.541 0.152
H -1.526 -0.812 1.079
*
```

Molecular formula: C6H10O
Method: DFT, ωB97M-V/def2-TZVPD

frontier orbital gap	10.5	eV
energy above the lowest of the compared OMol25 structures with the same formula, charge and spin	175.4	kJ/mol
structure (SMILES)	CO[C@@H]1[C@@H]2CC[C@@H]21

Geometry as ORCA input:
```
! RIJCOSX wB97M-V def2-TZVPD def2/J DEFGRID3
* xyz 0 1
H 0.478 1.752 -1.414
H 1.716 0.070 0.003
H 0.761 1.115 2.678
C -0.971 0.052 -1.200
C -0.181 -1.026 -0.438
C 0.336 0.696 -1.658
H 1.786 -0.972 -1.436
H -1.857 -0.055 -1.821
H 0.495 0.548 -2.730
O -0.506 0.923 1.107
H 0.717 -0.517 1.961
H -1.997 -0.476 0.647
C 0.111 0.354 2.242
C 1.133 -0.342 -0.828
H -0.342 -2.099 -0.390
C -1.056 -0.053 0.281
H -0.622 0.032 2.995
*
```

Molecular formula: C6H10O
Method: DFT, ωB97M-V/def2-TZVPD

frontier orbital gap	8.7	eV
energy above the lowest of the compared OMol25 structures with the same formula, charge and spin	170.2	kJ/mol
structure (SMILES)	C=C/C=C/C=C.O

Geometry as ORCA input:
```
! RIJCOSX wB97M-V def2-TZVPD def2/J DEFGRID3
* xyz 0 1
H -0.640 -1.520 -3.804
C -0.496 -0.095 -1.456
C -1.071 1.304 0.593
H 0.839 0.403 -0.047
C 0.320 -1.549 -3.306
O 2.496 -0.874 5.242
C -0.198 0.572 -0.332
H -2.620 1.453 -0.750
H 2.965 -0.493 6.003
H -1.461 0.009 -1.942
C 0.474 -0.970 -2.124
C -2.291 1.718 0.243
H -3.019 2.118 0.926
H -0.654 1.555 1.559
H 1.169 -2.035 -3.762
H 1.341 -1.096 -1.481
H 2.847 -0.500 4.441
*
```

Molecular formula: C6H10O
Method: DFT, ωB97M-V/def2-TZVPD

frontier orbital gap	9.7	eV
energy above the lowest of the compared OMol25 structures with the same formula, charge and spin	279.8	kJ/mol

Geometry as ORCA input:
```
! RIJCOSX wB97M-V def2-TZVPD def2/J DEFGRID3
* xyz 0 1
C -1.646 -0.289 0.545
C -1.159 0.871 -0.187
C 1.720 -1.049 0.605
H -1.033 -1.322 0.059
H 0.435 0.958 -1.916
H -2.697 -0.541 0.381
H 0.469 1.421 1.152
C 1.040 -0.688 -0.662
H -0.046 -1.519 -0.384
C 0.077 1.611 0.162
O 1.497 -0.549 1.689
H 2.400 -1.922 0.524
H -1.794 1.253 -0.982
C 0.474 0.635 -0.879
H 1.481 -1.149 -1.551
H -1.328 -0.373 1.586
H 0.110 2.650 -0.143
*
```

Molecular formula: C6H10O
Method: DFT, ωB97M-V/def2-TZVPD

frontier orbital gap	10.9	eV
energy above the lowest of the compared OMol25 structures with the same formula, charge and spin	80.8	kJ/mol
structure (SMILES)	O=CCCC1CC1

Geometry as ORCA input:
```
! RIJCOSX wB97M-V def2-TZVPD def2/J DEFGRID3
* xyz 0 1
H -3.036 0.820 -0.460
C -0.801 0.766 -0.489
H -0.792 1.486 -1.307
H -2.286 0.098 1.032
H -0.894 -1.445 -0.315
C -1.325 -0.596 -0.842
C -2.162 0.350 -0.017
C 1.572 0.035 -0.088
H 0.666 1.886 0.621
H 0.102 0.425 1.426
C 0.384 0.841 0.452
H 2.426 0.648 -0.399
H 3.033 -1.497 0.593
C 2.052 -1.044 0.851
H 1.237 -0.515 -0.983
H -1.599 -0.805 -1.872
O 1.422 -1.452 1.799
*
```

Molecular formula: C6H10O
Method: DFT, ωB97M-V/def2-TZVPD

frontier orbital gap (alpha / beta)	5.1 / 7.6	eV
energy above the lowest of the compared OMol25 structures with the same formula, charge and spin	246.1	kJ/mol

Geometry as ORCA input:
```
! RIJCOSX wB97M-V def2-TZVPD def2/J DEFGRID3
* xyz 0 3
O -0.397 0.410 -2.082
H -0.311 -2.180 0.284
C -1.609 1.109 1.256
H 2.262 0.636 1.653
C 2.224 0.502 0.551
H -1.507 -1.950 -0.911
C 0.769 0.356 0.188
H -1.646 1.836 2.024
C -0.170 -0.222 -0.823
H -2.310 1.552 0.488
H 2.789 -0.509 0.212
H 2.503 1.391 -0.144
H -2.132 0.133 1.476
H 0.410 0.392 -2.523
C -0.511 -1.757 -0.701
C -0.466 0.676 0.418
H 0.103 -2.375 -1.365
*
```

Molecular formula: C6H10O2
Method: DFT, ωB97M-V/def2-TZVPD

frontier orbital gap	10.5	eV
energy above the lowest of the compared OMol25 structures with the same formula, charge and spin	476.2	kJ/mol

Geometry as ORCA input:
```
! RIJCOSX wB97M-V def2-TZVPD def2/J DEFGRID3
* xyz 0 1
H 2.373 -0.283 -1.192
H -2.144 -0.843 -1.343
C 1.848 -0.200 -0.268
C -1.833 -0.508 -0.322
H 2.339 -0.542 0.658
O 0.825 -1.205 -0.511
H -2.015 1.640 -1.160
C -0.333 -1.134 0.277
H -2.632 -0.941 0.286
C -1.687 1.047 -0.199
C -0.121 0.880 -0.010
H -2.264 1.398 0.632
O -0.052 -0.148 1.174
H 0.020 0.277 -0.945
H 1.635 1.966 -0.820
H -0.369 -2.137 0.666
C 1.327 1.323 0.026
H 1.668 1.841 0.878
*
```